Version w
Computed, not measured: 2 unconnected molecules or ions with the total composition C5H14, with the ωB97M-V functional and the def2-TZVPD basis.

Each line ends with the Löwdin charge.
Cartesian coordinates (Å):
C1 -1.015 2.146 -0.533  -0.32
C2 -0.746 2.175 1.016  -0.12
C3 -1.330 0.797 -1.108  -0.13
H1 -1.687 2.994 -0.651  0.09
H2 -0.108 2.634 -0.968  0.10
H3 0.294 2.497 1.135  0.06
H4 -1.557 0.792 -2.170  0.07
H5 -0.379 0.173 -1.001  0.05
H6 -0.721 1.252 1.603  0.06
H7 -1.462 2.864 1.467  0.06
H8 -1.828 0.143 -0.375  0.08
C4 1.111 -2.008 -0.494  -0.16
C5 1.629 -2.519 0.852  -0.17
H9 0.365 -1.195 -0.480  0.02
H10 1.902 -1.803 -1.226  0.07
H11 0.577 -2.885 -0.867  0.06
H12 0.692 -2.732 1.397  0.06
H13 2.133 -3.484 0.862  0.06
H14 2.130 -1.842 1.541  0.05

Calculated values
Orbital gap ... 11.64 eV
Structure (SMILES) ... CCC.CC
2S+1 ... 1
Total charge ... 0
Highest occupied orbital energy ... -10.576 eV



Version x
Computed, not measured: 2 unconnected molecules or ions with the total composition C5H14, with the ωB97M-V functional and the def2-TZVPD basis.

Each line ends with the Löwdin charge.
Cartesian coordinates (Å):
C1 -1.438 -1.366 0.394  -0.18
C2 -2.932 -1.341 0.572  -0.16
H1 -1.188 -2.278 0.040  0.02
H2 -1.012 -0.709 -0.374  0.04
H3 -0.773 -1.165 1.310  0.10
H4 -3.519 -0.758 -0.121  0.06
H5 -3.125 -0.874 1.548  0.07
H6 -3.275 -2.355 0.658  0.06
C3 1.003 1.099 -0.477  -0.36
C4 1.593 -0.045 -1.183  -0.20
C5 1.979 1.987 0.428  -0.13
H7 0.297 1.726 -1.170  0.13
H8 0.395 0.582 0.428  0.10
H9 1.710 -0.896 -0.371  0.11
H10 2.612 0.113 -1.729  0.10
H11 2.942 1.470 0.524  0.06
H12 2.292 2.955 0.032  0.05
H13 0.861 -0.381 -1.971  0.07
H14 1.578 2.237 1.463  0.08

Calculated values
Orbital gap ... 11.70 eV
Structure (SMILES) ... CCC.CC
2S+1 ... 1
Total charge ... 0
Highest occupied orbital energy ... -10.612 eV



Version y
Computed, not measured: 2 unconnected molecules or ions with the total composition C5H14, with the ωB97M-V functional and the def2-TZVPD basis.

Each line ends with the Löwdin charge.
Cartesian coordinates (Å):
C1 -1.083 -1.284 -1.565  -0.19
C2 -1.655 -2.018 -0.389  -0.19
H1 -0.108 -0.810 -1.594  0.04
H2 -1.144 -2.167 -2.252  0.07
H3 -1.686 -0.594 -2.160  0.06
H4 -2.556 -2.587 -0.555  0.06
H5 -1.942 -1.258 0.394  0.07
H6 -0.973 -2.596 0.231  0.06
C3 1.135 0.876 0.308  -0.34
C4 1.915 0.854 1.655  -0.11
C5 -0.039 1.793 0.176  -0.13
H7 1.907 1.262 -0.398  0.11
H8 1.064 -0.119 -0.115  0.07
H9 2.181 1.902 1.815  0.07
H10 0.194 2.860 0.208  0.07
H11 -0.593 1.604 -0.744  0.06
H12 2.745 0.174 1.462  0.06
H13 1.384 0.457 2.520  0.06
H14 -0.744 1.652 1.004  0.07

Calculated values
Orbital gap ... 11.92 eV
Structure (SMILES) ... CCC.CC
2S+1 ... 1
Total charge ... 0
Highest occupied orbital energy ... -10.793 eV



Version z
Computed, not measured: 2 unconnected molecules or ions with the total composition C5H14, with the ωB97M-V functional and the def2-TZVPD basis.

Each line ends with the Löwdin charge.
Cartesian coordinates (Å):
C1 0.611 -0.920 1.843  -0.17
C2 0.780 -2.390 1.305  -0.15
H1 -0.410 -0.667 1.565  0.04
H2 0.635 -1.012 2.932  0.06
H3 1.291 -0.178 1.458  0.05
H4 1.756 -2.801 1.555  0.05
H5 -0.101 -2.992 1.543  0.06
H6 0.853 -2.226 0.196  0.06
C3 -0.658 0.575 -1.191  -0.31
C4 0.728 1.166 -1.555  -0.12
C5 -1.622 1.621 -0.676  -0.13
H7 -1.060 0.185 -2.133  0.10
H8 -0.531 -0.261 -0.510  0.06
H9 0.980 1.976 -0.848  0.07
H10 -2.625 1.612 -1.103  0.06
H11 -1.627 1.689 0.412  0.07
H12 0.913 1.623 -2.524  0.07
H13 1.429 0.384 -1.231  0.06
H14 -1.340 2.617 -1.037  0.07

Calculated values
Orbital gap ... 12.35 eV
Structure (SMILES) ... CCC.CC
2S+1 ... 1
Total charge ... 0
Highest occupied orbital energy ... -11.216 eV



Calculated relative energies: version w 52.3; version x 81.9; version y 30.5; version z 0.0, given in kJ/mol



Version w
Computed, not measured: 2 unconnected molecules or ions with the total composition C5H14, with the ωB97M-V functional and the def2-TZVPD basis.

Each line ends with the Löwdin charge.
Cartesian coordinates (Å):
C1 -2.762 0.057 -1.060  -0.17
C2 -2.144 -1.347 -0.994  -0.16
H1 -2.060 0.828 -0.754  0.05
H2 -3.157 0.260 -2.050  0.06
H3 -3.663 0.134 -0.439  0.06
H4 -2.753 -2.108 -1.475  0.06
H5 -1.929 -1.586 0.045  0.06
H6 -1.209 -1.280 -1.547  0.05
C3 1.502 0.004 0.446  -0.32
C4 0.757 1.048 1.261  -0.13
C5 3.031 0.230 0.471  -0.11
H7 1.190 -1.002 0.743  0.10
H8 1.209 0.038 -0.606  0.09
H9 1.136 2.050 1.071  0.07
H10 3.503 -0.600 1.005  0.07
H11 3.463 0.209 -0.529  0.06
H12 0.930 0.888 2.326  0.07
H13 -0.329 0.999 1.151  0.05
H14 3.285 1.181 0.936  0.06

Calculated values
Orbital gap ... 12.28 eV
Structure (SMILES) ... CCC.CC
2S+1 ... 1
Total charge ... 0
Highest occupied orbital energy ... -11.126 eV



Version x
Computed, not measured: 2 unconnected molecules or ions with the total composition C5H14, with the ωB97M-V functional and the def2-TZVPD basis.

Each line ends with the Löwdin charge.
Cartesian coordinates (Å):
C1 0.862 -2.244 0.319  -0.18
C2 1.818 -3.097 -0.566  -0.15
H1 0.710 -2.582 1.354  0.06
H2 1.172 -1.203 0.397  0.05
H3 -0.153 -2.309 -0.086  0.06
H4 1.784 -2.462 -1.457  0.06
H5 1.452 -4.105 -0.684  0.05
H6 2.825 -3.150 -0.137  0.06
C3 -1.208 2.284 -0.339  -0.31
C4 -1.925 1.129 0.410  -0.12
C5 0.243 2.484 0.071  -0.12
H7 -1.445 2.028 -1.374  0.09
H8 -1.744 3.212 -0.148  0.09
H9 -2.875 0.854 -0.058  0.07
H10 0.242 3.077 0.990  0.07
H11 0.850 1.594 0.227  0.05
H12 -2.008 1.381 1.457  0.06
H13 -1.383 0.181 0.402  0.05
H14 0.783 2.927 -0.778  0.07

Calculated values
Orbital gap ... 12.22 eV
Structure (SMILES) ... CCC.CC
2S+1 ... 1
Total charge ... 0
Highest occupied orbital energy ... -11.147 eV



Calculated relative energies: version w 0.0; version x 28.7, given in kJ/mol



Version w
Computed, not measured: 2 unconnected molecules or ions with the total composition C5H14, with the ωB97M-V functional and the def2-TZVPD basis.

Each line ends with the Löwdin charge.
Cartesian coordinates (Å):
C1 -1.055 -1.057 -0.324  -0.35
C2 -2.102 -0.006 -0.173  -0.17
C3 -0.426 -0.766 -1.708  -0.13
H1 -0.124 -1.147 0.262  0.08
H2 -1.628 -1.975 -0.225  0.09
H3 -2.080 0.959 -0.635  0.06
H4 -2.050 0.456 0.855  0.08
H5 0.600 -1.207 -1.847  0.07
H6 -1.112 -1.189 -2.480  0.08
H7 -3.062 -0.624 -0.275  0.10
H8 -0.176 0.296 -1.679  0.05
C4 2.284 0.328 1.206  -0.18
C5 1.162 1.385 0.894  -0.16
H9 3.253 0.663 0.922  0.03
H10 2.447 0.352 2.331  0.07
H11 2.094 -0.755 0.905  0.07
H12 1.371 1.867 -0.113  0.07
H13 0.134 0.895 0.839  0.04
H14 1.160 2.103 1.774  0.08

Calculated values
Orbital gap ... 11.77 eV
Structure (SMILES) ... CCC.CC
2S+1 ... 1
Total charge ... 0
Highest occupied orbital energy ... -10.609 eV



Version x
Computed, not measured: 2 unconnected molecules or ions with the total composition C5H14, with the ωB97M-V functional and the def2-TZVPD basis.

Each line ends with the Löwdin charge.
Cartesian coordinates (Å):
C1 0.509 1.367 -0.103  -0.31
C2 1.743 1.911 -0.815  -0.13
C3 -0.723 2.273 -0.285  -0.11
H1 0.278 0.387 -0.535  0.08
H2 0.753 1.194 0.942  0.09
H3 1.505 2.354 -1.779  0.07
H4 -1.588 1.716 -0.647  0.06
H5 2.474 1.123 -1.006  0.06
H6 2.336 2.615 -0.214  0.07
H7 -1.100 2.629 0.668  0.06
H8 -0.509 3.131 -0.927  0.07
C4 -1.128 -2.863 -0.021  -0.16
C5 -0.353 -2.330 1.178  -0.18
H9 -0.510 -3.578 -0.582  0.06
H10 -2.000 -3.456 0.276  0.06
H11 -1.352 -2.018 -0.667  0.05
H12 0.425 -1.655 0.818  0.04
H13 0.170 -3.050 1.794  0.06
H14 -0.929 -1.749 1.904  0.06

Calculated values
Orbital gap ... 12.31 eV
Structure (SMILES) ... CCC.CC
2S+1 ... 1
Total charge ... 0
Highest occupied orbital energy ... -11.209 eV



Calculated relative energies: version w 126.7; version x 0.0, given in kJ/mol



Version w
Computed, not measured: 2 unconnected molecules or ions with the total composition C5H14, with the ωB97M-V functional and the def2-TZVPD basis.

Each line ends with the Löwdin charge.
Cartesian coordinates (Å):
C1 0.288 0.264 -2.336  -0.33
C2 -0.730 1.264 -1.796  -0.12
C3 1.546 0.223 -1.455  -0.12
H1 0.542 0.455 -3.384  0.10
H2 -0.144 -0.733 -2.438  0.09
H3 -1.722 1.105 -2.197  0.06
H4 -0.710 1.226 -0.709  0.06
H5 2.307 -0.476 -1.807  0.07
H6 1.299 0.038 -0.417  0.04
H7 -0.383 2.282 -2.009  0.07
H8 2.057 1.174 -1.672  0.08
C4 -0.855 -0.276 2.926  -0.16
C5 -0.280 -1.469 2.138  -0.15
H9 -0.092 0.500 2.995  0.06
H10 -1.636 0.246 2.366  0.06
H11 -1.093 -0.563 3.941  0.06
H12 0.390 -1.096 1.366  0.04
H13 -1.043 -2.078 1.670  0.06
H14 0.260 -2.086 2.818  0.05

Calculated values
Orbital gap ... 12.34 eV
Structure (SMILES) ... CCC.CC
2S+1 ... 1
Total charge ... 0
Highest occupied orbital energy ... -11.221 eV



Version x
Computed, not measured: 2 unconnected molecules or ions with the total composition C5H14, with the ωB97M-V functional and the def2-TZVPD basis.

Each line ends with the Löwdin charge.
Cartesian coordinates (Å):
C1 -0.487 -2.905 0.725  -0.17
C2 -1.295 -1.616 0.830  -0.16
H1 0.542 -2.931 0.371  0.06
H2 -0.351 -3.393 1.695  0.06
H3 -1.072 -3.601 0.117  0.06
H4 -2.049 -1.764 1.594  0.07
H5 -1.705 -1.286 -0.123  0.06
H6 -0.664 -0.775 1.113  0.03
C3 0.447 1.304 -0.144  -0.34
C4 1.033 2.666 0.208  -0.11
C5 0.449 0.952 -1.638  -0.12
H7 1.091 0.499 0.224  0.09
H8 -0.516 1.162 0.322  0.08
H9 1.869 2.847 -0.449  0.07
H10 1.188 2.703 1.282  0.07
H11 -0.181 0.084 -1.828  0.06
H12 -0.056 1.709 -2.255  0.07
H13 0.283 3.419 -0.048  0.07
H14 1.474 0.926 -1.994  0.07

Calculated values
Orbital gap ... 12.31 eV
Structure (SMILES) ... CCC.CC
2S+1 ... 1
Total charge ... 0
Highest occupied orbital energy ... -11.172 eV



Calculated relative energies: version w 0.0; version x 13.2, given in kJ/mol



Version w
Computed, not measured: 2 unconnected molecules or ions with the total composition C5H14, with the ωB97M-V functional and the def2-TZVPD basis.

Each line ends with the Löwdin charge.
Cartesian coordinates (Å):
C1 -1.913 1.143 -0.980  -0.16
C2 -2.189 2.663 -1.003  -0.16
H1 -2.116 0.751 -1.974  0.06
H2 -0.884 0.929 -0.700  0.03
H3 -2.555 0.623 -0.270  0.06
H4 -2.885 2.831 -1.824  0.05
H5 -1.347 3.235 -1.392  0.06
H6 -2.568 3.009 -0.049  0.06
C3 1.699 -0.937 0.387  -0.30
C4 0.474 -0.714 1.324  -0.10
C5 2.320 -2.320 0.489  -0.14
H7 1.319 -0.833 -0.634  0.09
H8 2.441 -0.171 0.583  0.09
H9 0.200 -1.662 1.799  0.07
H10 -0.394 -0.465 0.730  0.03
H11 2.928 -2.402 1.393  0.07
H12 1.694 -3.203 0.369  0.07
H13 0.752 -0.004 2.095  0.06
H14 3.023 -2.474 -0.346  0.07

Calculated values
Orbital gap ... 12.43 eV
Structure (SMILES) ... CCC.CC
2S+1 ... 1
Total charge ... 0
Highest occupied orbital energy ... -11.280 eV



Version x
Computed, not measured: 2 unconnected molecules or ions with the total composition C5H14, with the ωB97M-V functional and the def2-TZVPD basis.

Each line ends with the Löwdin charge.
Cartesian coordinates (Å):
C1 -0.458 1.386 1.685  -0.15
C2 -1.434 2.510 2.262  -0.13
H1 0.084 0.830 2.450  0.06
H2 0.200 1.878 1.001  0.05
H3 -0.974 0.586 1.168  0.04
H4 -2.125 2.055 2.904  0.04
H5 -0.779 3.133 2.771  0.03
H6 -1.892 3.124 1.485  0.07
C3 0.472 -0.784 -1.612  -0.27
C4 0.013 -2.189 -2.273  -0.10
C5 1.544 -1.091 -0.533  -0.14
H7 0.939 -0.071 -2.300  0.08
H8 -0.495 -0.341 -1.128  0.11
H9 -0.815 -2.503 -1.658  0.06
H10 2.104 -1.985 -0.697  0.04
H11 0.989 -1.193 0.459  0.08
H12 2.329 -0.336 -0.476  0.06
H13 -0.448 -2.103 -3.235  0.05
H14 0.747 -2.906 -2.273  0.02

Calculated values
Orbital gap ... 12.32 eV
Structure (SMILES) ... CCC.CC
2S+1 ... 1
Total charge ... 0
Highest occupied orbital energy ... -11.175 eV



Version y
Computed, not measured: 2 unconnected molecules or ions with the total composition C5H14, with the ωB97M-V functional and the def2-TZVPD basis.

Each line ends with the Löwdin charge.
Cartesian coordinates (Å):
C1 1.035 1.847 -1.663  -0.31
C2 0.745 0.297 -1.754  -0.10
C3 0.825 2.288 -0.225  -0.14
H1 2.067 2.045 -1.969  0.09
H2 0.482 2.378 -2.430  0.09
H3 1.746 -0.116 -1.969  0.07
H4 -0.023 0.153 -2.498  0.06
H5 1.069 3.340 -0.093  0.06
H6 -0.256 2.083 -0.078  0.08
H7 0.651 -0.165 -0.774  0.04
H8 1.300 1.691 0.541  0.06
C4 -1.836 -1.617 1.560  -0.18
C5 -0.539 -2.395 1.659  -0.17
H9 -2.879 -1.946 1.378  0.07
H10 -2.115 -1.004 2.399  0.05
H11 -1.691 -0.960 0.682  0.05
H12 -0.608 -3.423 1.350  0.05
H13 -0.325 -2.474 2.742  0.07
H14 0.352 -2.021 1.141  0.06

Calculated values
Orbital gap ... 11.93 eV
Structure (SMILES) ... CCC.CC
2S+1 ... 1
Total charge ... 0
Highest occupied orbital energy ... -10.838 eV



Calculated relative energies: version w 0.0; version x 39.9; version y 69.3, given in kJ/mol



Version w
Computed, not measured: 2 unconnected molecules or ions with the total composition C5H14, with the ωB97M-V functional and the def2-TZVPD basis.

Each line ends with the Löwdin charge.
Cartesian coordinates (Å):
C1 0.441 -2.514 -0.118  -0.18
C2 0.612 -2.347 1.372  -0.16
H1 1.221 -2.002 -0.693  0.06
H2 0.358 -3.501 -0.550  0.06
H3 -0.424 -1.962 -0.492  0.05
H4 0.635 -1.287 1.598  0.05
H5 1.602 -2.696 1.691  0.07
H6 -0.127 -2.841 1.995  0.06
C3 -0.247 2.105 -0.025  -0.31
C4 0.759 1.540 -1.034  -0.12
C5 -1.621 1.475 -0.227  -0.13
H7 0.120 1.920 0.984  0.09
H8 -0.316 3.186 -0.144  0.09
H9 0.351 1.590 -2.041  0.07
H10 0.883 0.471 -0.839  0.05
H11 -2.166 1.993 -1.012  0.07
H12 -1.574 0.416 -0.497  0.06
H13 1.726 2.030 -1.017  0.07
H14 -2.248 1.521 0.664  0.07

Calculated values
Orbital gap ... 12.61 eV
Structure (SMILES) ... CCC.CC
2S+1 ... 1
Total charge ... 0
Highest occupied orbital energy ... -11.466 eV



Version x
Computed, not measured: 2 unconnected molecules or ions with the total composition C5H14, with the ωB97M-V functional and the def2-TZVPD basis.

Each line ends with the Löwdin charge.
Cartesian coordinates (Å):
C1 1.402 -0.583 -0.095  -0.33
C2 1.536 0.796 0.574  -0.12
C3 2.805 -1.170 -0.301  -0.13
H1 0.892 -1.257 0.600  0.10
H2 0.805 -0.533 -1.004  0.09
H3 0.576 1.314 0.632  0.04
H4 2.768 -2.161 -0.746  0.06
H5 3.371 -0.555 -1.010  0.07
H6 2.122 1.464 -0.063  0.07
H7 1.942 0.674 1.570  0.07
H8 3.368 -1.101 0.628  0.07
C4 -1.976 0.584 0.110  -0.17
C5 -3.421 0.219 -0.298  -0.16
H9 -1.577 1.445 -0.427  0.06
H10 -1.945 0.779 1.179  0.07
H11 -1.328 -0.220 -0.231  0.04
H12 -3.994 1.103 -0.547  0.06
H13 -3.429 -0.510 -1.103  0.06
H14 -3.918 -0.290 0.531  0.06

Calculated values
Orbital gap ... 12.56 eV
Structure (SMILES) ... CCC.CC
2S+1 ... 1
Total charge ... 0
Highest occupied orbital energy ... -11.431 eV



Calculated relative energies: version w 0.0; version x 9.1, given in kJ/mol